ORCA calculation (ωB97M-V with the def2-TZVPD basis set) on one molecule with the formula C3H4S at a distorted geometry.

The geometry in XYZ format:
```
8
Properties=species:S:1:pos:R:3:forces:R:3:mulliken_charge:R:1
C -0.813365 -0.525096 -0.338889 1.92 1.78 -0.85 -0.532
C 0.448164 0.878464 -0.289201 -1.78 -3.63 -0.07 -0.491
S 1.861075 -0.168570 -0.204870 0.08 -0.59 -0.15 -0.178
C 0.277051 -0.174200 0.681245 -1.33 -1.10 0.16 -0.046
H -0.649920 -1.339841 -1.078226 0.53 0.90 0.45 0.225
H -1.894034 -0.244989 -0.371785 1.13 0.22 1.02 0.267
H 0.508785 1.904339 -0.165672 -0.55 1.77 -0.04 0.351
H 0.262242 -0.330110 1.767400 0.00 0.65 -0.53 0.404
```
Positions in Å, forces in eV/Å.

Its highest occupied orbital energy is -8.315 eV. As for the gap between HOMO and LUMO: 9.157 eV. As for the relative energy (zero: lowest compared OMol25 entry of this formula, charge and spin): 51.7 kcal per mole. Its SMILES is C1[C@@H]2S[C@H]12.


ORCA calculation (ωB97M-V with the def2-TZVPD basis set) on a 11-piece molecular cluster, C34H96N6O16 overall at a distorted geometry.

The geometry in XYZ format:
```
152
Properties=species:S:1:pos:R:3:forces:R:3:mulliken_charge:R:1
C -3.887041 -12.337400 -0.937219 -1.21 -0.91 0.13 -0.801
O -3.206951 -11.776790 -2.032069 0.85 1.36 1.34 -0.318
C -2.442011 -10.594520 -1.589089 -0.65 -1.18 -0.99 -0.629
C -1.749471 -9.968870 -2.810609 -0.07 0.85 1.29 0.121
C -1.061231 -8.700560 -2.348779 2.59 -1.18 1.55 -1.364
N -2.708431 -9.374530 -3.655919 -2.77 -0.67 -1.74 -0.701
H -4.396381 -11.649070 -0.262779 0.51 0.71 0.08 0.312
H -3.336751 -13.063970 -0.339409 0.72 0.26 0.07 0.299
H -4.748051 -12.923230 -1.259009 0.08 -0.10 -0.78 0.295
H -3.118571 -9.890090 -1.105219 -0.51 0.37 -0.42 0.329
H -1.777491 -10.800820 -0.750069 0.57 -0.66 -0.29 0.421
H -1.188261 -10.716290 -3.371409 0.45 0.13 0.33 0.335
H -0.542421 -8.176390 -3.151399 -0.14 -0.04 -0.02 0.438
H -0.311591 -9.021440 -1.625479 0.53 0.59 0.36 0.315
H -1.750871 -8.030110 -1.835979 -0.06 -0.09 -0.13 0.383
H -3.211421 -8.796790 -2.997649 -0.70 0.45 -0.64 0.311
H -2.233391 -8.760250 -4.301759 -0.20 0.09 -0.14 0.256
C -4.241811 6.510390 -1.167219 -0.85 0.70 0.36 -0.695
O -5.570871 6.062380 -1.322119 -0.15 -0.67 -0.13 -0.369
C -5.723351 4.723950 -1.830139 -0.69 1.09 -0.08 -0.644
C -5.457211 4.639400 -3.350059 1.27 1.53 -1.41 0.595
C -6.074561 5.759120 -4.317779 -0.01 -0.87 2.44 -1.288
N -5.719531 3.388560 -3.978919 -1.13 -1.96 -0.06 -0.694
H -4.357861 7.444930 -0.618349 0.13 0.47 -0.56 0.243
H -3.812641 6.643340 -2.160319 0.63 0.08 0.30 0.292
H -3.642751 5.956700 -0.444279 0.17 -0.88 -0.44 0.305
H -5.066011 4.101750 -1.222789 0.16 -0.51 -0.37 0.325
H -6.754841 4.493270 -1.563839 -0.06 -0.30 -0.28 0.319
H -4.384191 4.796850 -3.459259 0.50 0.48 0.31 0.152
H -7.146451 5.821910 -4.130139 -0.11 -0.06 -0.26 0.325
H -5.878481 5.489330 -5.355499 0.12 0.22 0.15 0.413
H -5.650141 6.711400 -3.999769 0.05 0.08 -0.47 0.272
H -5.227631 2.583950 -3.617329 0.07 0.11 0.53 0.222
H -5.512331 3.364450 -4.967149 -0.08 0.49 -0.01 0.228
C 1.774349 8.689640 5.554811 1.17 -0.49 0.65 -0.790
O 2.745259 8.026410 4.766871 -0.30 0.52 0.33 -0.287
C 2.234769 7.407150 3.613941 1.34 -0.40 0.26 -0.525
C 3.375309 6.489050 3.176601 2.15 1.74 2.40 0.356
C 4.688449 7.221460 2.876891 -0.60 0.90 0.09 -1.414
N 3.036649 5.640060 2.151271 -1.33 -2.11 -2.23 -0.715
H 1.197319 7.954080 6.115251 -0.87 -0.08 -0.53 0.298
H 1.227219 9.433120 4.975161 -0.31 -0.09 0.21 0.295
H 2.337739 9.131490 6.376671 0.07 0.63 -0.27 0.268
H 1.376819 6.784880 3.868521 -0.40 0.01 -0.12 0.337
H 1.997859 8.145440 2.847841 -0.25 0.04 -0.20 0.314
H 3.597549 5.805390 3.995941 -0.01 0.62 1.17 0.273
H 4.991149 7.797950 3.751031 0.10 -0.08 -0.04 0.321
H 4.501349 7.934230 2.073741 0.06 0.11 -0.17 0.306
H 5.518919 6.594080 2.553131 -0.22 -0.34 0.13 0.385
H 3.751119 4.930370 2.228491 0.29 -0.37 -0.90 0.293
H 2.273949 5.154860 2.601781 -0.87 -0.62 -0.81 0.289
C 12.116629 2.050790 -1.728349 -0.23 0.93 0.51 -0.748
O 10.944359 1.689620 -0.971809 -0.27 -0.45 -1.52 -0.316
C 9.714929 2.042340 -1.656119 -1.58 0.48 1.79 -0.761
C 8.397399 1.245630 -1.166229 0.81 -0.94 -1.53 0.393
C 7.162619 1.444550 -2.150979 2.19 0.10 0.71 -1.258
N 7.932589 1.462270 0.184751 0.17 0.89 0.77 -0.746
H 12.265729 3.129640 -1.772419 -0.37 0.48 0.35 0.315
H 12.118649 1.812330 -2.791949 -0.30 -0.90 0.06 0.308
H 13.013419 1.706060 -1.213539 -0.30 -0.55 -0.07 0.270
H 9.506839 3.075750 -1.378859 0.02 0.43 -0.17 0.370
H 9.756249 2.014550 -2.744979 0.34 -0.47 -0.03 0.354
H 8.701159 0.199260 -1.196829 0.12 -0.35 -0.65 0.295
H 6.350709 0.780150 -1.855219 -0.04 0.29 0.04 0.361
H 7.491599 1.189690 -3.158409 -0.17 -0.04 -0.09 0.361
H 6.909079 2.504210 -2.120559 -0.43 -0.13 0.02 0.300
H 8.690159 1.417350 0.851221 0.41 0.25 -0.02 0.259
H 7.369449 0.669700 0.458241 -0.39 -0.03 -0.15 0.243
C 7.035469 -7.202090 3.735771 0.64 0.63 -0.22 -0.732
O 6.045349 -6.445970 3.099671 -0.95 0.35 -0.16 -0.284
C 6.012309 -5.032920 3.304321 -1.10 -0.64 0.23 -0.718
C 4.573729 -4.547740 2.903141 1.77 0.21 0.67 0.565
C 4.413499 -4.586310 1.427571 0.02 -0.41 -1.20 -1.313
N 4.516669 -3.160460 3.305401 0.34 1.11 1.07 -0.689
H 7.991609 -6.793230 3.409061 0.49 -0.43 -0.01 0.306
H 6.917469 -8.246080 3.445501 0.04 0.16 -0.16 0.236
H 7.040519 -7.157370 4.824841 -0.39 0.20 0.26 0.289
H 6.167239 -4.792030 4.356021 0.06 -0.08 0.32 0.320
H 6.770579 -4.488140 2.741871 0.11 -0.10 -0.31 0.334
H 3.876359 -5.139130 3.496471 -0.23 -0.47 -0.47 0.250
H 5.192979 -4.041300 0.895141 0.12 0.68 0.50 0.343
H 3.462689 -4.119860 1.169741 -0.13 -0.40 -0.38 0.320
H 4.590669 -5.563210 0.977691 -0.84 -0.36 0.31 0.332
H 4.571099 -3.105080 4.312411 0.37 -0.01 0.29 0.226
H 3.672639 -2.632860 3.134091 -0.32 -0.42 -0.75 0.216
C -6.367871 6.138410 5.008071 -0.22 -0.98 0.32 -0.780
O -5.804601 4.790390 5.088461 -1.41 1.33 0.44 -0.323
C -4.622991 4.759080 5.879571 0.57 -1.11 -1.31 -0.738
C -4.333681 3.282000 6.276651 0.37 0.00 0.48 0.495
C -3.020551 3.121330 7.057111 -0.18 -0.03 0.08 -1.341
N -4.287541 2.371320 5.123851 -0.76 1.03 -0.57 -0.686
H -5.760001 6.822160 4.415561 0.34 -0.04 0.23 0.288
H -6.596831 6.512170 6.006061 0.67 0.21 0.26 0.318
H -7.366771 6.160550 4.572391 0.15 -0.79 -0.49 0.288
H -3.886121 5.167630 5.188051 0.82 0.08 0.46 0.353
H -4.674851 5.326200 6.808971 -0.21 0.26 -0.02 0.383
H -5.180891 3.118110 6.942591 -0.19 -0.66 0.22 0.189
H -3.062771 3.484860 8.083841 -0.03 0.62 -0.15 0.371
H -2.206311 3.562950 6.482581 0.08 0.16 0.21 0.333
H -2.750891 2.077480 7.217641 -0.25 -0.23 -0.41 0.351
H -4.378761 1.381280 5.301621 0.34 -0.04 0.86 0.241
H -5.147451 2.565280 4.630871 -0.09 0.18 -0.63 0.261
O 1.555679 4.813600 -3.757429 0.82 0.88 -0.85 -0.447
C 1.502929 5.938800 -4.652949 0.14 1.11 -1.05 -0.243
C 2.639349 7.012890 -4.450639 -1.01 -2.69 2.16 -0.495
O 2.433839 7.475370 -3.109389 0.12 1.30 -0.05 -0.515
H 1.868629 5.207480 -2.939799 -0.20 -0.39 0.39 0.238
H 1.612619 5.651310 -5.698619 -0.28 -0.77 0.08 0.305
H 0.519859 6.387600 -4.510669 0.04 0.35 -0.19 0.239
H 2.725279 7.844270 -5.150299 -0.45 -0.16 0.16 0.339
H 3.540819 6.400360 -4.435169 0.49 0.28 -0.48 0.284
H 2.646039 6.805250 -2.455549 0.32 0.07 -0.15 0.291
O -2.508601 -0.696230 -1.590559 -0.21 0.80 -0.07 -0.520
C -1.745051 -0.999350 -0.437809 0.81 -0.82 -0.32 -0.249
C -0.812311 0.124470 0.103991 -1.42 0.60 -1.08 -0.387
O -0.574041 -0.012620 1.473421 0.41 -0.15 0.38 -0.519
H -1.982551 -0.894690 -2.368689 -0.01 0.05 -0.02 0.298
H -2.443841 -1.303360 0.341521 -0.04 0.36 0.16 0.254
H -1.222501 -1.915960 -0.711429 0.57 -0.09 0.52 0.251
H -1.346981 1.047490 -0.120159 -0.48 0.28 0.24 0.239
H 0.109279 0.351870 -0.431789 0.35 -1.00 0.05 0.315
H -1.353521 0.300710 1.937991 -0.02 -0.03 0.13 0.316
O -6.027081 -4.576800 -3.502669 0.78 0.21 0.79 -0.505
C -7.253141 -4.539290 -4.162299 -0.19 -1.04 -0.85 -0.352
C -7.082091 -4.252320 -5.679489 1.13 -0.18 0.77 -0.248
O -7.709221 -3.082540 -6.044399 -2.17 1.57 -0.58 -0.522
H -5.584911 -3.727540 -3.572189 -0.03 0.16 0.02 0.290
H -7.636861 -5.549460 -4.019429 0.03 -0.22 -0.31 0.258
H -8.029171 -3.951940 -3.671489 0.22 0.82 -0.22 0.262
H -7.370521 -5.158950 -6.211379 -0.40 0.19 -0.49 0.177
H -6.072891 -3.979290 -5.987829 0.84 -1.37 0.85 0.316
H -7.149931 -2.569500 -6.632259 -0.19 -0.14 0.03 0.322
O -0.298951 0.518810 -7.097889 -0.17 -0.86 -0.07 -0.497
C 0.681799 -0.497570 -7.305399 1.25 1.39 -0.16 -0.425
C 0.861269 -1.543740 -6.241669 -0.30 0.79 -0.55 -0.380
O -0.278811 -2.364190 -6.243589 0.10 -0.83 0.58 -0.490
H -0.008891 1.028820 -6.338059 -0.05 0.11 0.07 0.296
H 0.565779 -0.952400 -8.289149 -0.61 -0.04 0.09 0.296
H 1.639529 0.017500 -7.379909 0.45 0.11 -0.09 0.307
H 1.028869 -1.085890 -5.266789 -0.39 0.01 0.20 0.316
H 1.805459 -2.036280 -6.474069 -0.03 -0.53 -0.05 0.266
H -0.076531 -3.102920 -6.822349 -0.26 -0.13 0.00 0.310
O -4.184231 -4.385870 5.250131 0.97 0.25 0.49 -0.540
C -3.334861 -5.334860 5.978331 -0.94 0.63 -0.90 -0.361
C -2.634431 -6.199010 4.950081 -1.37 0.27 -0.30 -0.246
O -3.680361 -6.981000 4.305621 1.14 -0.69 0.50 -0.527
H -4.937951 -4.862670 4.894921 -0.07 -0.04 0.27 0.282
H -2.622221 -4.814770 6.618451 -0.21 0.41 -0.18 0.303
H -4.057181 -5.870990 6.593901 0.59 -0.60 0.22 0.258
H -1.831431 -6.779220 5.404661 -0.50 -0.72 -0.14 0.323
H -2.165511 -5.588770 4.178191 0.08 0.33 0.16 0.228
H -4.298731 -6.388160 3.872311 0.32 0.16 -0.12 0.279
```
Positions in Å, forces in eV/Å.

Its highest occupied orbital energy is -8.660 eV. As for the gap between HOMO and LUMO: 8.671 eV. As for the relative energy (zero: lowest compared OMol25 entry of this formula, charge and spin): 161.2 kcal per mole. Its SMILES is COC[C@H](C)N.COC[C@H](C)N.COC[C@H](C)N.COC[C@H](C)N.COC[C@H](C)N.COC[C@H](C)N.OCCO.OCCO.OCCO.OCCO.OCCO.


ORCA calculation (ωB97M-V with the def2-TZVPD basis set) on C13H10B2BeBrCaCl3F9N6O8 as an isolated structure at a distorted geometry.

The geometry in XYZ format:
```
54
Properties=species:S:1:pos:R:3:forces:R:3:mulliken_charge:R:1
N -1.966465 5.500579 -3.614284 0.30 -0.22 0.40 -0.386
C -1.287007 4.329565 -3.640165 -0.21 -0.37 -0.15 0.318
N -1.024087 3.594598 -4.728197 0.64 0.42 -0.18 -0.514
C -0.341597 2.545294 -4.323196 -1.27 -0.44 0.06 0.373
N -0.182689 2.594202 -2.989730 0.09 0.87 0.80 0.597
N 0.456351 1.772443 -2.100927 1.11 -2.15 -1.45 0.392
C -0.228679 0.479915 -1.892949 -1.80 0.25 0.10 0.183
O -1.209493 0.390794 -1.285584 0.17 0.01 0.45 -0.235
F 0.430304 -0.555019 -2.441191 0.48 0.18 0.04 -0.234
C 1.822238 1.802524 -2.401610 -0.78 2.49 -0.09 0.373
O 2.422645 2.699119 -2.821595 0.56 -0.46 -0.12 -0.313
F 2.579273 0.608337 -2.072003 -0.04 -1.40 2.16 -0.322
N -0.776778 3.737066 -2.548576 -0.27 0.06 -0.09 -0.385
H -1.620534 6.273964 -4.151932 -0.32 -0.04 -0.31 0.238
H -2.815040 5.579540 -3.083821 0.05 0.17 0.11 0.245
H 0.034979 1.746812 -4.938589 0.04 -0.05 0.01 0.393
H -0.777025 4.000587 -1.572567 -0.01 -0.04 0.02 0.203
B -2.270785 -3.118545 -1.055775 -0.45 0.00 0.12 0.619
O -2.588034 -2.270926 -2.242815 0.23 -0.33 0.20 -0.328
C -2.509738 -2.981395 -3.335175 -0.26 0.52 -0.18 0.787
O -2.710858 -2.592178 -4.446527 0.15 -0.29 -0.21 -0.551
C -2.093936 -4.450669 -2.933739 -0.01 -0.20 0.11 0.357
O -1.922017 -5.351852 -3.695651 0.09 0.02 -0.12 -0.527
O -1.963845 -4.476031 -1.627342 0.07 0.24 -0.12 -0.517
F -3.322251 -3.171355 -0.190364 0.01 -0.05 0.10 -0.259
F -1.125684 -2.626500 -0.426832 0.81 0.14 0.23 -0.302
Be 2.522990 -0.415310 -0.541333 -0.27 0.35 -1.73 1.268
B 1.782450 2.117269 2.251501 -0.26 0.47 0.43 0.463
F 1.421600 2.176882 0.848977 0.34 -0.77 -0.59 -0.291
F 2.660941 0.977617 2.405230 0.13 -0.53 -0.89 -0.411
F 2.443064 3.262591 2.611358 0.20 -0.09 -0.23 -0.323
F 0.651795 1.923489 3.013010 0.00 -0.30 -0.15 -0.333
C 2.483028 -0.150946 5.288820 0.03 0.00 0.03 -0.391
C 3.575528 -0.871525 5.761449 -0.13 -0.07 -0.11 -0.707
C 3.401900 -1.847540 6.731165 0.21 -0.06 -0.09 -0.265
C 2.127345 -2.087006 7.209200 0.00 0.07 -0.06 -0.019
C 1.028762 -1.376738 6.760503 -0.16 0.06 -0.05 -0.327
C 1.212641 -0.400710 5.791867 0.06 -0.06 -0.02 -0.477
N 1.936145 -3.142957 8.221191 -0.02 -0.07 0.09 1.011
O 2.924608 -3.738560 8.602452 0.01 0.01 -0.05 -0.605
O 0.805858 -3.358858 8.600990 0.01 0.03 -0.03 -0.587
H 2.621243 0.604144 4.531442 -0.01 0.06 0.04 0.482
H 4.565812 -0.671559 5.372063 0.03 0.07 0.08 0.468
H 4.243348 -2.410888 7.106323 -0.06 -0.04 0.11 0.473
H 0.044833 -1.580601 7.155734 0.03 -0.07 0.08 0.470
H 0.367918 0.164758 5.423159 0.00 0.03 0.01 0.470
C -4.371068 -0.051341 -5.604699 0.25 -0.09 0.26 0.690
Cl -5.852049 -0.964764 -5.335433 -0.04 -0.09 -0.03 -0.149
Cl -3.994724 0.043470 -7.326618 0.03 0.02 -0.07 -0.166
Cl -4.511574 1.551221 -4.897751 -0.33 0.31 -0.13 -0.125
H -3.551192 -0.555492 -5.101017 -0.07 0.05 -0.04 -0.265
Br 3.034328 -2.553884 -1.453617 -0.31 1.50 0.73 -0.391
Ca 3.416489 -3.683826 0.939061 -0.36 -0.21 0.40 1.512
F -2.001271 0.980201 -3.803893 1.33 0.10 0.12 -0.675
```
Positions in Å, forces in eV/Å.

Its highest occupied orbital energy is -10.858 eV. As for the gap between HOMO and LUMO: 2.044 eV. As for the total charge: +1.